Record 1
Computed, not measured: C19H34IrN2O4P2S as an isolated structure, with the ωB97M-V functional and the def2-TZVPD basis.

```
63
Properties=species:S:1:pos:R:3:forces:R:3:mulliken_charge:R:1
Ir -0.2956 0.9042 1.3066 0.40 1.32 0.13 1.811
C -2.7993 -0.9045 2.9212 -0.01 -0.03 -0.05 -1.450
P -2.3958 0.0556 1.4412 -0.47 -0.21 0.16 0.839
C -2.9357 -0.9772 0.0549 0.01 -0.01 0.02 -1.425
C -3.6042 1.4315 1.4371 0.11 0.03 0.05 -1.181
C -3.0442 2.4895 0.4912 0.05 0.00 -0.02 -1.003
P -1.3326 2.8207 1.0334 0.07 0.51 -0.28 0.833
C -0.6281 3.9206 -0.2098 0.01 -0.04 0.07 -1.117
C -1.5172 3.8559 2.4995 0.11 -0.11 0.06 -1.410
H -3.8848 -0.9484 3.0253 0.01 -0.03 0.03 0.492
H -2.3591 -0.4420 3.8018 -0.06 0.04 0.01 0.351
H -2.4089 -1.9174 2.8391 0.08 0.01 -0.03 0.402
H -3.9643 -1.2914 0.2376 -0.01 0.00 -0.03 0.601
H -2.2906 -1.8480 -0.0427 0.01 0.02 0.04 0.315
H -2.8885 -0.4127 -0.8769 -0.01 0.01 0.00 0.329
H -3.6564 1.8188 2.4578 -0.05 0.01 0.00 0.365
H -4.6043 1.0937 1.1646 0.04 -0.05 -0.07 0.593
H -3.6320 3.4087 0.4776 0.04 0.02 0.05 0.631
H -2.9827 2.1168 -0.5349 -0.03 -0.02 -0.01 0.312
H -1.3311 4.7392 -0.3752 0.03 0.00 -0.05 0.483
H -0.4559 3.3753 -1.1342 -0.01 -0.03 -0.01 0.093
H 0.3147 4.3310 0.1493 0.04 -0.04 0.01 0.393
H -2.0398 4.7653 2.1997 0.00 0.01 0.03 0.476
H -0.5394 4.1057 2.9075 0.02 0.00 -0.03 0.362
H -2.0756 3.3412 3.2780 0.00 -0.01 0.00 0.388
C 1.8697 -3.4088 2.1722 -0.07 -0.02 0.00 -1.521
C 2.6428 -2.5947 1.1523 0.05 -0.16 0.00 -0.051
N 2.4630 -1.1744 1.4467 -0.12 0.16 0.09 0.009
C 2.7072 -0.1245 0.6888 0.13 0.14 -0.12 0.589
S 2.0835 1.4435 1.1739 -0.08 0.17 0.07 -0.563
N 3.4631 -0.1143 -0.4058 -0.21 0.04 -0.06 -0.121
C 4.1791 -1.1806 -1.1105 0.14 0.01 0.08 -0.629
C 3.3704 -1.7710 -2.2526 -0.01 0.05 -0.03 -0.658
H 1.8800 -4.4599 1.8902 0.03 -0.01 0.01 0.433
H 0.8335 -3.0747 2.2279 -0.01 -0.02 -0.05 0.289
H 2.3072 -3.3157 3.1656 0.01 0.02 0.02 0.396
H 2.2753 -2.7987 0.1466 -0.02 0.03 0.01 0.082
H 3.7012 -2.8546 1.2021 -0.04 -0.02 0.02 0.389
H 1.8874 -0.9689 2.2625 0.05 -0.07 -0.04 0.106
H 3.4488 0.7815 -0.8708 0.00 -0.03 0.01 0.273
H 4.4893 -1.9381 -0.3985 -0.03 0.03 -0.02 0.229
H 5.0950 -0.7236 -1.4871 0.00 -0.04 0.00 0.416
H 2.3972 -2.1137 -1.9057 -0.05 -0.06 0.01 0.000
H 3.9074 -2.6102 -2.6935 0.00 -0.01 -0.02 0.390
H 3.1985 -1.0308 -3.0353 -0.01 0.02 0.00 0.315
O -0.1062 1.4864 3.3520 -0.32 -1.20 -0.38 -0.616
C 0.2404 0.4338 3.9947 0.28 -0.14 0.15 -0.085
O 0.3715 -0.6884 3.4884 -0.01 0.34 -0.25 -0.585
H 0.4424 0.5693 5.0648 -0.06 0.12 0.02 0.373
O 0.0575 -1.2675 -0.4793 -0.06 0.37 0.10 -0.572
C -0.1122 -0.2969 -1.2268 0.33 -0.04 0.09 0.358
O -0.2825 0.9150 -0.7799 -0.24 -1.08 0.36 -0.866
C -0.1148 -0.4484 -2.7044 -0.09 0.05 -0.09 0.264
C 0.1590 0.6369 -3.5314 -0.01 -0.01 -0.03 -0.133
C 0.1535 0.4742 -4.9075 0.00 0.00 0.01 -0.796
C -0.1474 -0.7647 -5.4575 0.00 -0.01 -0.01 -0.455
C -0.4310 -1.8461 -4.6336 0.01 0.01 -0.02 -0.895
C -0.4071 -1.6911 -3.2573 0.08 -0.01 0.00 0.061
H 0.3867 1.5982 -3.0906 -0.01 0.01 0.00 0.344
H 0.3785 1.3129 -5.5524 0.00 0.01 -0.01 0.453
H -0.1615 -0.8875 -6.5321 0.00 0.00 -0.01 0.430
H -0.6671 -2.8089 -5.0654 0.00 -0.01 -0.01 0.437
H -0.6081 -2.5270 -2.6005 -0.01 0.00 0.02 0.422
```
Forces are in eV/Å.

energy above the lowest of the compared OMol25 structures with the same formula, charge and spin = 54.66 kJ/mol
strongest force on any atom = 1.385 eV/Å
charge = +1
2S+1 = 1



Record 2
Computed, not measured: C19H34N3O3RhSb as an isolated structure, with the ωB97M-V functional and the def2-TZVPD basis.

```
61
Properties=species:S:1:pos:R:3:forces:R:3:mulliken_charge:R:1
Rh 0.0448 0.3439 0.3597 0.83 -0.16 -0.66 0.690
C -2.0722 1.2816 2.7115 -0.01 -0.06 0.13 -1.873
C -1.0504 1.7991 1.7518 0.13 0.40 0.14 0.751
C -1.4240 2.4529 0.5577 0.33 0.12 0.27 -0.544
C -0.4727 3.0724 -0.2735 0.17 -0.18 0.31 0.884
C -0.8992 3.8248 -1.4809 -0.13 0.15 -0.19 -1.535
C 0.8791 3.0487 0.1211 -0.26 -0.06 0.14 -0.213
C 1.2900 2.4583 1.3270 -0.33 0.06 -0.06 0.970
C 2.6613 2.6783 1.8661 0.17 -0.08 0.04 -1.609
C 0.3318 1.7635 2.0998 -0.26 0.31 0.24 -1.631
H -2.1976 2.0020 3.5220 -0.02 0.03 0.00 0.375
H -1.7479 0.3452 3.1649 -0.06 -0.03 0.00 0.391
H -3.0410 1.1521 2.2378 -0.06 -0.06 -0.04 0.377
H -2.4742 2.5592 0.3172 -0.04 -0.20 -0.08 0.607
H -1.2761 4.8037 -1.1742 0.01 0.05 0.01 0.353
H -1.7160 3.3308 -2.0028 -0.01 -0.06 -0.03 0.411
H -0.0785 3.9937 -2.1733 0.02 -0.01 -0.03 0.397
H 1.5937 3.6233 -0.4574 0.05 -0.10 -0.06 0.781
H 2.6069 3.4908 2.5955 0.05 0.03 -0.02 0.394
H 3.3703 2.9797 1.0964 0.01 0.04 -0.01 0.316
H 3.0439 1.8095 2.3977 0.02 -0.08 0.01 0.423
H 0.6175 1.3713 3.0723 -0.03 -0.07 -0.14 0.633
N 1.2017 -4.1919 1.8431 -0.43 -0.06 0.31 -0.181
C 2.0448 -3.4038 0.9148 0.33 0.70 -0.52 -0.601
C 1.3433 -2.0354 0.7540 -0.23 -0.85 0.60 0.776
O 0.2416 -1.9291 1.3349 -0.19 0.24 0.00 -0.790
O 1.8741 -1.1229 0.0927 0.12 0.71 -0.32 -0.603
H 1.6392 -4.3459 2.7588 -0.09 0.02 -0.20 0.377
H 0.9195 -5.1040 1.4709 0.05 0.15 0.07 0.383
H 0.3598 -3.5509 1.9589 0.31 -0.50 0.11 0.326
H 2.1283 -3.8916 -0.0562 -0.10 -0.05 0.08 0.328
H 3.0532 -3.2611 1.2988 -0.07 -0.09 0.11 0.331
C 5.4631 0.7491 -0.3261 -0.70 0.01 0.04 -1.165
Sb 3.5574 0.8660 -1.3582 1.50 0.11 -0.89 0.872
C 3.8190 -0.7543 -2.7628 -0.39 0.30 0.41 -1.114
C 3.7948 2.7045 -2.5257 -0.31 -0.38 0.42 -1.205
H 6.2088 0.8195 -1.1121 0.05 0.02 -0.23 0.426
H 5.5486 -0.2042 0.1811 -0.04 -0.12 0.04 0.394
H 5.5894 1.5611 0.3787 -0.05 0.13 0.06 0.398
H 4.5405 -0.3973 -3.4915 0.10 0.10 -0.08 0.449
H 2.8878 -1.0167 -3.2511 -0.08 0.03 -0.05 0.367
H 4.2131 -1.6075 -2.2213 0.04 -0.01 0.09 0.353
H 4.5710 2.4820 -3.2498 0.18 -0.18 -0.10 0.509
H 4.1201 3.5115 -1.8765 -0.01 -0.01 0.13 0.406
H 2.8804 2.9688 -3.0432 -0.13 -0.03 -0.02 0.402
N -1.4801 -0.4591 -0.7916 -0.04 -0.26 0.14 -0.702
C -2.5865 -0.8142 -0.6839 -0.38 0.09 -0.15 0.681
N -3.8136 -1.1663 -0.5325 0.81 0.43 0.00 0.020
C -4.2526 -1.7598 0.7144 -0.44 -1.21 0.83 -0.492
C -4.6137 -3.2389 0.4334 0.34 0.60 0.38 -0.657
O -5.6098 -3.2864 -0.5372 -0.44 -0.27 0.12 -0.349
C -5.1832 -2.7763 -1.7633 0.39 0.64 -0.38 -0.521
C -4.7642 -1.2868 -1.6186 -1.05 -0.61 -1.01 -0.599
H -5.1592 -1.2441 1.0480 0.19 0.07 -0.03 0.270
H -3.4735 -1.6824 1.4733 -0.02 0.08 -0.05 0.394
H -5.0018 -3.7086 1.3368 0.03 0.00 -0.05 0.395
H -3.7081 -3.7679 0.0943 -0.07 -0.04 0.06 0.330
H -6.0218 -2.8511 -2.4582 0.16 0.01 0.04 0.373
H -4.3315 -3.3600 -2.1473 -0.10 0.04 -0.01 0.313
H -5.6562 -0.7048 -1.3666 0.19 0.07 -0.01 0.314
H -4.3329 -0.9223 -2.5499 0.00 0.06 0.07 0.445
```
Forces are in eV/Å.

energy above the lowest of the compared OMol25 structures with the same formula, charge and spin = 0.00 kJ/mol
strongest force on any atom = 1.744 eV/Å
charge = +3
2S+1 = 5



Record 3
Computed, not measured: a 3-piece molecular cluster, C19H34N5O4PS2 overall, with the ωB97M-V functional and the def2-TZVPD basis.

```
65
Properties=species:S:1:pos:R:3:forces:R:3:mulliken_charge:R:1
C -3.3593 -2.5258 -2.5846 0.13 0.13 0.07 -0.969
C -3.0049 -1.1326 -2.0591 -0.21 0.07 -0.31 -0.539
N -1.5793 -0.7888 -2.2106 -0.49 -0.23 0.29 -0.004
C -0.6361 -1.5175 -1.3482 1.05 0.04 -0.07 1.384
C 0.2699 -2.4759 -2.1499 -0.82 0.11 0.09 -1.069
P 0.3537 -2.3034 -3.9340 1.34 -0.63 -0.41 0.806
O 1.5219 -3.0620 -4.4246 -0.24 0.08 0.14 -0.784
O -0.9952 -2.8719 -4.5916 -0.12 0.41 0.16 -0.467
O 0.4655 -0.7632 -4.3326 -0.34 -0.16 -0.03 -0.501
C -1.2749 -2.2665 -0.1454 -0.46 0.41 0.04 -0.411
O -1.5470 -3.4324 -0.0901 0.12 -0.22 0.04 -0.569
N -1.4386 -1.3596 0.9296 0.92 -0.01 -0.45 -0.352
C -0.7884 -0.0894 0.5065 -0.14 -0.68 0.24 0.407
N -0.2227 0.5885 1.6618 -0.27 0.21 -0.40 -0.546
C -0.6039 1.6855 1.9981 -0.04 -0.16 0.26 0.376
S -1.1031 3.0818 2.4752 0.14 0.11 0.00 -0.387
C 0.2517 -0.5589 -0.5030 -0.47 0.01 -0.24 -1.173
C 1.0949 0.4917 -1.2158 0.15 0.13 0.27 -1.364
S 0.1801 1.9812 -1.7296 -0.02 -0.08 -0.12 -0.181
C 1.0237 3.2841 -0.7886 -0.11 0.21 0.02 -0.191
C 0.1712 4.5673 -0.8065 0.15 -0.02 0.03 -1.004
H -4.2555 -2.8969 -2.0851 0.00 0.02 -0.10 0.360
H -2.5589 -3.2405 -2.3989 -0.08 0.00 0.05 0.162
H -3.5258 -2.4866 -3.6607 0.01 -0.09 0.05 0.286
H -3.3668 -0.9936 -1.0302 0.15 -0.14 0.04 0.354
H -3.5485 -0.4024 -2.6656 0.02 0.04 0.13 0.585
H -1.4961 0.2072 -2.0420 0.11 -0.01 -0.08 0.309
H -0.0652 -3.5025 -1.9756 0.09 0.00 -0.08 0.229
H 1.3114 -2.4196 -1.8270 -0.04 -0.03 0.03 0.414
H -0.7124 -3.5823 -5.1836 -0.06 -0.03 -0.07 0.294
H -0.3579 -0.4126 -4.6916 -0.06 0.15 0.20 0.342
H -0.9296 -1.7300 1.7304 -0.54 -0.05 0.29 0.406
H -1.5699 0.5004 0.0277 0.20 0.32 0.14 0.590
H 0.9032 -1.2317 0.0702 0.24 0.20 -0.13 0.617
H 1.8621 0.8292 -0.5142 -0.06 0.03 -0.05 0.630
H 1.6277 0.0710 -2.0702 -0.16 -0.04 -0.01 0.495
H 1.1724 2.9388 0.2355 0.03 -0.03 -0.08 0.201
H 1.9935 3.4630 -1.2526 0.02 -0.07 0.12 0.394
H -0.7879 4.4050 -1.3007 0.01 0.04 0.03 0.308
H -0.0338 4.9075 0.2087 -0.05 -0.03 -0.05 0.193
H 0.6885 5.3741 -1.3266 -0.06 -0.06 -0.04 0.304
C 2.2181 -5.4113 -1.6926 0.03 -0.06 -0.10 -0.916
C 2.7299 -6.6535 -0.9784 0.01 0.11 -0.04 -0.595
C 2.2322 -6.7272 0.4709 0.09 -0.01 -0.09 -0.398
C 2.6669 -5.5656 1.2506 -0.06 -0.04 0.11 0.266
N 3.0034 -4.6537 1.8616 0.00 0.03 -0.05 -0.479
H 2.5825 -4.5040 -1.2085 -0.03 0.00 0.03 0.285
H 2.5461 -5.3788 -2.7308 -0.03 0.01 0.00 0.383
H 1.1266 -5.3900 -1.6849 0.00 0.01 0.00 0.206
H 3.8215 -6.6634 -0.9894 0.00 -0.03 0.04 0.349
H 2.3988 -7.5521 -1.5016 -0.02 -0.02 0.04 0.345
H 2.5994 -7.6271 0.9659 -0.02 0.01 0.03 0.315
H 1.1408 -6.7550 0.4947 0.00 0.00 0.01 0.271
C 1.0050 7.2354 5.3748 0.00 0.03 0.01 -1.134
C -0.4304 7.3974 5.8579 0.11 0.03 -0.02 -0.409
C -1.3580 6.2906 5.3430 0.02 0.08 0.02 -0.323
C -1.4216 6.2743 3.8805 -0.03 0.00 -0.01 0.205
N -1.4583 6.2752 2.7329 0.01 0.03 0.01 -0.460
H 1.0652 7.2971 4.2874 -0.01 -0.03 0.00 0.346
H 1.6396 8.0200 5.7863 0.01 -0.01 0.00 0.325
H 1.4179 6.2731 5.6837 0.00 0.00 -0.01 0.305
H -0.8197 8.3669 5.5419 -0.03 -0.01 0.01 0.291
H -0.4577 7.3829 6.9487 -0.05 -0.02 0.00 0.302
H -2.3715 6.4266 5.7226 0.00 -0.03 0.00 0.303
H -1.0064 5.3123 5.6776 -0.02 -0.01 -0.01 0.282
```
Forces are in eV/Å.

E_tot = -66856.620 eV
SMILES = CCN[C@]1(CP(=O)(O)O)C(=O)N[C@@H](N=C=S)[C@@H]1CSCC.CCCC#N.CCCC#N
strongest force on any atom = 1.532 eV/Å
2S+1 = 1



Record 4
Computed, not measured: C19H34N5O4PV as an isolated structure, with the ωB97M-V functional and the def2-TZVPD basis.

```
64
Properties=species:S:1:pos:R:3:forces:R:3:mulliken_charge:R:1
V 0.0786 -0.2718 0.3554 0.54 -0.72 -0.29 0.262
C -0.6720 -0.7769 2.6324 -0.09 -0.10 -0.10 0.026
C 0.8416 -0.6994 2.8913 -0.01 0.12 -0.11 -0.626
O 1.5900 -0.1247 1.7689 -0.46 0.23 0.13 -0.454
C 1.9326 1.2985 1.7060 -0.07 -0.05 -0.01 -0.576
C 0.9266 2.1882 0.9485 -0.04 -0.03 -0.04 -0.239
O 0.5805 1.5737 -0.3434 -0.36 -0.14 0.32 -0.344
C -0.6078 2.1151 -1.0411 -0.03 -0.01 0.03 -0.606
C -1.4636 0.9763 -1.6094 0.04 -0.01 0.07 -0.518
O -1.7577 0.1412 -0.4727 0.00 0.14 0.21 -0.346
C -2.3989 -1.1517 -0.4855 0.08 0.12 -0.05 -0.433
C -2.3251 -1.6641 0.9612 0.03 0.12 0.01 -0.622
O -0.9400 -1.6471 1.4591 0.14 0.36 0.08 -0.498
H -1.1271 0.2071 2.4221 -0.02 0.04 0.04 0.218
H -1.1754 -1.1936 3.5057 0.04 -0.01 0.00 0.612
H 1.2443 -1.7043 3.0106 0.06 0.04 0.01 0.346
H 1.0323 -0.1287 3.8012 -0.06 0.01 0.00 0.500
H 2.9015 1.3200 1.2115 -0.01 -0.05 0.01 0.343
H 2.0397 1.6836 2.7211 0.03 0.07 -0.03 0.515
H 1.3952 3.1585 0.7762 -0.01 -0.01 0.01 0.533
H -0.0044 2.3295 1.5025 0.01 0.04 0.03 -0.080
H -0.2645 2.7633 -1.8453 0.02 0.03 0.04 0.502
H -1.1985 2.6763 -0.3162 -0.01 0.03 -0.03 0.328
H -0.9361 0.3925 -2.3673 -0.02 0.02 -0.02 0.138
H -2.3832 1.3982 -2.0198 0.04 0.04 -0.03 0.515
H -1.8793 -1.8208 -1.1766 -0.01 0.03 -0.01 0.197
H -3.4393 -1.0448 -0.8001 -0.03 -0.12 0.08 0.510
H -2.6700 -2.6952 1.0099 -0.04 0.03 0.01 0.490
H -2.9257 -1.0370 1.6207 -0.02 -0.01 -0.01 0.400
C 4.0845 -2.2798 -2.3249 0.09 -0.02 0.00 -0.909
N 3.3468 -1.2730 -3.0892 -0.06 -0.03 0.03 0.161
C 2.5529 -1.9507 -4.1167 0.04 0.02 -0.10 -0.918
N 1.6548 -2.9745 -3.5834 0.02 0.06 0.09 0.110
C 2.4401 -3.9316 -2.8032 0.04 -0.08 -0.02 -0.910
N 3.2267 -3.3086 -1.7373 -0.04 0.05 -0.04 0.149
C 2.3828 -2.7727 -0.6838 0.05 -0.04 0.04 -1.345
P 1.2555 -1.4487 -1.3399 0.05 -0.20 -0.21 2.521
C 2.5253 -0.4375 -2.2322 0.05 0.07 -0.05 -1.304
C 0.5861 -2.3862 -2.7872 -0.07 -0.06 -0.13 -1.248
H 4.6567 -1.7894 -1.5354 0.00 0.00 -0.01 0.387
H 4.7840 -2.7701 -3.0024 0.00 0.01 0.01 0.312
H 3.2429 -2.4333 -4.8092 -0.01 0.00 0.00 0.319
H 1.9730 -1.2109 -4.6716 0.00 -0.01 0.00 0.394
H 3.1305 -4.4333 -3.4819 -0.01 0.00 0.01 0.317
H 1.7758 -4.6822 -2.3718 0.00 0.00 -0.01 0.399
H 3.0039 -2.3490 0.1105 0.00 0.00 -0.01 0.464
H 1.7860 -3.5766 -0.2444 0.00 0.01 -0.01 0.475
H 3.1518 0.0777 -1.4988 0.00 -0.01 -0.01 0.447
H 2.0265 0.3309 -2.8294 0.00 -0.02 0.00 0.400
H -0.0115 -1.7222 -3.4207 0.02 0.00 0.01 0.365
H -0.0799 -3.1795 -2.4326 0.02 0.01 0.00 0.507
N -3.8255 2.3239 0.5501 0.02 -0.10 -0.07 -0.317
C -3.3107 2.8122 1.7395 0.04 0.12 0.03 0.722
C -3.8450 3.9717 2.3195 0.03 -0.03 -0.01 -1.069
C -3.2744 4.4613 3.4682 0.04 0.00 0.06 -0.249
C -2.1841 3.7930 4.0314 -0.08 0.01 -0.08 -1.048
C -1.7364 2.6665 3.3877 0.04 -0.06 0.10 0.023
N -2.2632 2.1663 2.2552 -0.02 0.06 0.06 -0.125
H -4.7498 2.6512 0.3148 -0.02 -0.02 0.00 0.295
H -3.7141 1.3279 0.4389 -0.01 0.06 0.00 0.060
H -4.6962 4.4636 1.8688 -0.01 -0.01 -0.03 0.357
H -3.6750 5.3513 3.9346 0.01 0.00 0.01 0.434
H -1.7163 4.1376 4.9408 0.02 0.00 0.01 0.438
H -0.8989 2.1129 3.8091 0.00 -0.01 -0.02 0.290
```
Forces are in eV/Å.

energy above the lowest of the compared OMol25 structures with the same formula, charge and spin = 188.93 kJ/mol
strongest force on any atom = 0.945 eV/Å
charge = +2
2S+1 = 2